Entry 1:
Here is 6 unconnected molecules or ions with the total composition C38H38F3N6O14 in a non-equilibrium geometry from the OMol25 dataset. Energies are from ωB97M-V/def2-TZVPD.

LUMO in eV: 0.4808
Maximum force in eV Å⁻¹: 2.7
HOMO in eV: -4.83
Calculated total energy in hartree: -3151.9618

Structure (ORCA input):
```
! RIJCOSX wB97M-V def2-TZVPD def2/J DEFGRID3
* xyz -1 1
F 4.605 1.406 4.813
F 5.524 2.581 3.163
F 6.342 0.607 3.813
O 0.768 4.249 -3.217
O 1.270 -5.552 0.142
O 3.999 -0.672 3.133
O -0.697 -5.075 0.881
O 0.338 0.406 2.872
O -5.890 5.106 -4.329
O -5.863 6.524 -2.705
O -1.834 4.138 9.191
O 1.231 -1.433 2.068
O 1.319 2.166 -3.136
O 0.496 -2.976 -5.780
O 3.362 -1.219 -2.559
O 0.585 -3.636 -7.829
O -2.964 3.950 7.365
N 2.704 0.089 0.084
N 0.456 -5.425 1.040
N 1.092 -3.176 -6.820
N 0.498 3.060 -3.200
N -2.052 3.626 8.105
N -6.357 5.595 -3.314
C 2.219 -6.073 2.634
C 0.428 -5.840 4.750
C 1.755 -0.418 -0.897
C 4.583 -2.751 -8.077
C -8.173 5.559 -1.649
C -0.121 2.146 8.490
C -0.486 0.973 5.989
C 1.749 -6.197 4.989
C -9.336 4.997 -1.143
C 1.168 -0.195 2.101
C -9.914 3.904 -1.777
C -3.573 1.948 -3.426
C -1.156 2.554 7.661
C 4.306 0.574 2.547
C 3.229 -3.043 -8.043
C 5.219 -2.268 -6.939
C -1.258 1.334 -3.224
C 4.501 -2.068 -5.768
C -2.594 0.971 -3.305
C -7.600 5.018 -2.789
C 2.643 -6.316 3.932
C 0.557 0.564 6.810
C 0.901 -5.708 2.409
C 2.062 0.744 1.213
C -1.351 1.971 6.415
C -8.173 3.933 -3.436
C -1.887 3.662 -3.375
C 2.293 -1.651 -1.696
C -9.335 3.375 -2.923
C 0.738 1.146 8.059
C 3.146 -2.356 -5.727
C -3.221 3.292 -3.458
C 2.682 -2.844 -0.752
C 3.074 1.451 2.184
C -0.917 2.677 -3.264
C 2.522 -2.847 -6.865
C -0.001 -5.593 3.455
C 5.207 1.341 3.591
H 4.997 -1.691 -4.883
H -1.621 4.710 -3.400
H 6.280 -2.047 -6.966
H 2.597 -2.196 -4.808
H 3.800 -2.943 -0.826
H -2.872 -0.076 -3.277
H 0.765 -0.728 -0.484
H -9.792 5.409 -0.251
H 2.246 -3.815 -1.047
H 1.234 -0.212 6.472
H 3.241 -0.591 3.738
H 2.480 -2.591 0.320
H -3.986 4.051 -3.551
H 5.146 -2.902 -8.990
H 3.672 -6.596 4.122
H 3.476 2.378 1.704
H 2.741 -3.422 -8.931
H 1.552 0.822 8.696
H -1.029 -5.311 3.277
H -7.728 3.515 -4.329
H 2.921 -6.167 1.817
H -7.728 6.407 -1.147
H 2.084 -6.382 6.003
H -10.818 3.463 -1.375
H -2.161 2.285 5.771
H -0.500 0.566 -3.132
H 4.955 0.370 1.670
H -4.616 1.661 -3.496
H -0.621 0.513 5.014
H 1.486 -2.022 -2.373
H 2.522 1.750 3.106
H 1.388 1.529 0.793
H -0.266 -5.750 5.576
H -9.788 2.524 -3.416
H 1.532 0.367 -1.685
H 0.028 2.596 9.462
H 4.168 -1.175 -2.020
H 3.393 -0.602 0.369
*
```



Entry 2:
Here is a molecular structure, C38H38F6N2O6Ti from the OMol25 dataset. Energies are from ωB97M-V/def2-TZVPD.

LUMO in eV: -0.9174
Maximum force in eV Å⁻¹: 0.5
HOMO in eV: -8.56
Calculated total energy in hartree: -3480.6659

Structure (ORCA input):
```
! RIJCOSX wB97M-V def2-TZVPD def2/J DEFGRID3
* xyz 0 1
Ti -0.467 -0.254 -0.721
F -1.227 -3.470 -3.600
F 1.060 -0.244 -5.387
F 2.281 -1.707 -4.390
F 1.791 0.133 -3.393
F 0.172 -3.180 -5.216
F 0.882 -3.642 -3.220
O -2.945 -1.942 -1.506
O 0.498 0.923 3.499
O -0.193 1.352 -1.837
O -0.266 0.516 0.985
O -0.070 -1.277 -2.228
O -1.410 -1.729 0.087
N -2.207 0.823 -0.736
N -2.450 1.588 -1.863
C -0.036 -2.953 -3.909
C -2.483 -5.953 0.710
C -2.988 0.956 0.273
C -1.279 1.866 -2.356
C 0.241 3.862 -5.152
C 3.026 -1.781 -0.277
C -2.152 4.092 -5.255
C -2.401 -2.372 -0.509
C 3.215 -0.486 1.763
C 3.566 -0.714 0.437
C -2.827 -3.645 0.171
C -0.821 0.748 3.279
C -4.124 -7.253 2.107
C -2.041 -4.789 0.085
C 3.537 -2.114 -1.650
C -0.761 -4.815 -0.707
C -1.230 -0.807 -4.279
C -2.279 3.283 -4.137
C -1.781 0.747 4.269
C -4.448 -4.838 1.476
C 0.120 3.049 -4.036
C -3.144 0.696 3.953
C 1.669 -2.352 1.649
C 0.649 -3.220 2.336
C 2.061 -2.579 0.331
C 0.916 1.121 4.836
C -2.577 0.646 1.615
C 2.291 -1.335 2.357
C -1.198 0.599 1.921
C -3.675 -5.995 1.412
C 1.298 -0.813 -4.196
C -0.011 -1.436 -3.600
C -0.892 4.382 -5.762
C -4.049 -3.662 0.860
C 3.798 0.670 2.530
C -3.536 0.695 2.644
C -1.141 2.759 -3.525
C -4.913 -2.433 0.938
H 0.994 2.626 -3.557
H 3.055 1.467 2.629
H -1.141 0.277 -4.267
H -3.925 -7.192 3.180
H -5.843 -2.653 1.462
H -0.795 5.013 -6.638
H 1.223 4.086 -5.550
H -2.111 -1.111 -3.720
H -5.196 -7.413 1.981
H -3.929 1.473 0.117
H 0.065 -2.636 3.050
H 1.992 1.270 4.793
H -0.914 -5.357 -1.641
H -5.148 -2.058 -0.059
H -3.601 -8.128 1.721
H -4.400 -1.639 1.482
H -3.876 0.709 4.750
H 2.025 -1.185 3.395
H -1.875 -6.850 0.636
H 1.634 -3.406 -0.230
H 0.445 2.005 5.273
H -5.392 -4.858 2.010
H -4.587 0.739 2.381
H 3.812 -1.215 -2.201
H -3.253 3.045 -3.731
H 4.671 1.081 2.025
H 4.101 0.365 3.534
H -0.048 -3.660 1.623
H -1.315 -1.127 -5.314
H 0.697 0.247 5.456
H 1.133 -4.031 2.885
H -0.413 -3.815 -0.961
H -3.036 4.496 -5.732
H 2.793 -2.662 -2.227
H -1.489 0.817 5.307
H 4.427 -2.744 -1.578
H 0.033 -5.326 -0.159
H 4.304 -0.076 -0.039
*
```



Entry 3:
Here is a molecular structure, C38H38LuN3O5PS in a non-equilibrium geometry from the OMol25 dataset. Energies are from ωB97M-V/def2-TZVPD.

LUMO (spin up / spin down) in eV: 3.8761 / 3.8720
<S²>: 0.77
Maximum force in eV Å⁻¹: 3.8
HOMO (spin up / spin down) in eV: 0.05 / 0.04
Calculated total energy in hartree: -3986.4184

Structure (ORCA input):
```
! RIJCOSX wB97M-V def2-TZVPD def2/J DEFGRID3
* xyz -2 2
Lu 8.610 13.422 8.739
S 8.805 11.264 6.745
P 11.368 18.639 10.699
O 7.795 14.753 7.401
O 10.752 13.171 8.568
O 6.520 16.626 6.960
O 7.012 12.011 9.089
O 7.277 16.378 11.850
N 7.162 10.657 8.789
N 9.480 13.609 11.061
N 7.395 14.975 9.945
C 7.168 7.956 8.139
C 8.973 20.106 7.624
C 9.325 17.700 7.319
C 6.317 9.752 9.474
C 7.948 8.832 7.428
C 10.321 17.620 8.305
C 13.854 9.967 10.488
C 11.234 10.518 9.802
C 9.726 19.964 8.828
C 12.983 13.292 7.857
C 15.401 17.620 10.600
C 6.449 15.731 9.135
C 6.900 15.721 7.671
C 10.389 21.818 13.034
C 13.644 16.951 12.270
C 7.877 10.229 7.704
C 13.106 18.289 10.167
C 13.601 10.968 9.554
C 11.438 20.255 11.491
C 14.066 17.763 11.038
C 12.149 22.536 11.522
C 10.495 20.521 12.488
C 8.623 18.894 7.017
C 14.781 18.485 8.431
C 12.211 21.315 10.937
C 11.219 22.767 12.562
C 11.897 12.599 8.569
C 7.669 15.378 11.227
C 13.469 18.718 8.894
C 10.345 18.809 9.199
C 9.676 19.461 13.121
C 12.799 9.431 11.266
C 8.536 14.347 11.983
C 15.764 17.890 9.289
C 6.310 8.460 9.189
C 11.497 9.629 10.847
C 12.264 11.314 9.281
C 10.995 16.371 8.441
H 7.198 6.880 7.836
H 15.025 18.694 7.418
H 16.204 17.236 11.183
H 13.140 8.783 12.098
H 9.719 18.498 12.523
H 8.453 21.036 7.403
H 13.705 13.551 8.619
H 14.902 9.643 10.663
H 9.016 14.926 12.788
H 6.606 16.707 9.577
H 10.906 15.547 7.679
H 16.703 17.568 8.866
H 8.625 8.491 6.602
H 12.720 19.133 8.247
H 12.790 17.434 12.736
H 5.750 10.209 10.316
H 12.544 14.148 7.394
H 5.376 15.480 9.265
H 13.306 15.943 12.105
H 14.512 16.892 12.893
H 7.810 13.675 12.370
H 7.876 18.987 6.139
H 10.037 19.090 14.133
H 10.254 14.195 10.747
H 5.609 7.831 9.734
H 12.626 21.167 9.830
H 11.914 16.259 8.958
H 9.837 20.911 9.394
H 9.901 12.758 11.480
H 13.568 12.593 7.203
H 9.029 16.862 6.785
H 12.711 23.403 11.062
H 11.155 23.717 13.130
H 10.754 8.962 11.318
H 14.432 11.590 9.198
H 9.642 22.074 13.825
H 10.267 10.777 9.354
H 8.607 19.669 13.164
*
```



Entry 4:
Here is a molecular structure, C38H38N7O3S2V from the OMol25 dataset. Energies are from ωB97M-V/def2-TZVPD.

LUMO (spin up / spin down) in eV: -2.6755 / -2.7208
<S²>: 3.76
Maximum force in eV Å⁻¹: 0.3
HOMO (spin up / spin down) in eV: -8.94 / -9.09
Calculated total energy in hartree: -3820.0660

Structure (ORCA input):
```
! RIJCOSX wB97M-V def2-TZVPD def2/J DEFGRID3
* xyz 1 4
V 0.182 0.844 0.424
S 0.246 -3.326 1.187
S -0.160 4.067 0.125
O -0.451 5.175 -0.723
O -0.545 0.241 2.253
O 1.403 3.972 0.183
N -0.697 2.673 -0.283
N 0.494 -3.760 -1.486
N 3.585 3.551 0.742
N 1.855 -0.429 0.741
N 1.808 -2.199 -0.769
N 1.909 1.865 1.009
N -1.570 0.123 -0.579
C 0.146 -2.045 5.593
C -1.457 0.191 3.077
C 3.928 -1.482 0.101
C 4.623 2.973 -0.135
C 2.044 -2.342 -2.128
C 2.536 0.516 1.576
C -0.769 3.933 4.100
C 4.641 -0.567 0.932
C -1.966 -1.129 -0.662
C -2.779 0.825 2.761
C -3.195 -1.503 -1.233
C -1.978 2.482 -0.879
C 4.006 0.392 1.633
C -0.479 -4.832 -1.538
C -1.865 -1.139 6.574
C -4.019 -0.527 -1.712
C -3.638 0.831 -1.613
C 1.220 -3.306 -2.574
C 4.704 3.733 -1.451
C -1.232 -0.532 4.334
C 3.740 4.994 0.975
C -2.823 3.477 -1.308
C -0.095 -1.341 4.428
C -2.122 -0.442 5.406
C -0.401 3.580 2.813
C -4.067 3.171 -1.895
C -1.355 5.171 4.340
C 2.356 2.993 0.720
C -2.385 1.121 -1.034
C 2.573 -1.330 0.074
C -0.733 -1.939 6.664
C 4.950 5.219 -1.210
C -1.566 6.062 3.298
C 3.865 5.801 -0.309
C -4.475 1.881 -2.052
C -0.622 4.481 1.778
C -1.195 5.724 2.004
C 0.859 -3.092 -0.357
H -0.590 3.245 4.915
H -0.537 -2.490 7.575
H -1.642 5.444 5.347
H -0.015 -5.734 -1.934
H -1.318 -4.547 -2.173
H 4.548 1.054 2.296
H -0.826 -5.016 -0.525
H 4.098 6.835 -0.047
H 2.914 5.339 1.595
H -4.695 3.988 -2.224
H -3.010 0.171 5.337
H 1.015 -2.686 5.667
H 5.717 -0.661 1.020
H -5.430 1.641 -2.501
H 4.652 5.104 1.570
H -3.526 0.037 2.638
H 4.986 5.760 -2.156
H -1.345 6.409 1.182
H 4.413 -2.293 -0.418
H 2.090 0.561 2.580
H 4.409 1.919 -0.276
H -3.464 -2.549 -1.268
H -2.540 4.513 -1.220
H -2.546 -1.067 7.410
H -4.976 -0.772 -2.156
H -1.307 -1.876 -0.229
H 5.501 3.299 -2.058
H -2.700 1.399 1.840
H 0.067 2.624 2.619
H 5.573 3.038 0.404
H 3.771 3.594 -2.008
H 2.775 -1.737 -2.632
H -2.017 7.026 3.488
H 0.563 -1.437 3.574
H 1.081 -3.717 -3.557
H 5.929 5.347 -0.737
H 2.908 5.812 -0.836
H -3.124 1.473 3.566
*
```